The following is a quantum chemistry calculation of C7H18AlClF2KNaO3 as an isolated structure at a distorted geometry, from OMol25.

```
34
Properties=species:S:1:pos:R:3:forces:R:3:lowdin_charge:R:1
C -0.187742 1.129148 3.222657 0.381 0.328 -0.142 -0.122
C 0.640359 1.345817 1.940992 -0.306 -0.326 0.369 -0.347
C 0.775619 0.064688 1.126396 -0.006 0.732 -0.010 -0.398
F -0.530317 -0.555090 1.065379 -0.124 0.583 -0.267 -0.163
Al 2.242109 -1.117177 1.938106 0.152 -1.292 -0.224 0.305
H 0.024624 0.139882 3.627850 -0.169 -0.061 0.031 0.090
H 0.137764 1.833529 4.005512 -0.168 -0.077 0.173 0.057
H -1.264972 1.231254 3.061271 -0.071 -0.210 0.117 0.061
H 0.219186 2.216723 1.345341 0.226 0.055 0.100 0.035
H 1.643861 1.619068 2.266705 0.108 0.246 -0.351 0.087
H 1.051990 0.350805 0.103814 -0.090 -0.225 -0.149 0.081
H 3.407195 -1.381596 0.792902 -0.115 0.244 0.012 -0.128
H 2.796200 -0.404795 3.268073 -0.062 0.194 0.000 -0.099
H 1.511998 -2.649618 2.280623 0.313 0.777 -0.968 -0.238
O -1.558187 2.469204 -4.766252 -0.038 -0.091 -0.007 0.125
C -1.591758 1.592354 -3.952770 -0.455 -0.002 0.371 -0.491
O -0.654223 0.679274 -3.763451 0.280 0.009 -1.550 0.021
C -0.965000 -0.280310 -2.791865 0.190 -0.219 0.350 -0.165
C -1.990836 0.422609 -1.934724 -1.116 -0.523 -0.140 -0.242
C -2.721839 1.333170 -2.929378 0.689 -0.085 0.394 -0.064
H -1.342940 -1.190007 -3.268406 -0.154 0.075 -0.017 0.133
H -0.056818 -0.511024 -2.238912 0.149 0.220 -0.134 0.115
H -2.650732 -0.258093 -1.382568 0.146 0.012 -0.042 0.126
H -1.455269 1.027552 -1.235538 0.960 -0.683 -0.866 -0.035
H -3.564382 0.831902 -3.402633 -0.027 0.094 -0.071 0.128
H -3.050991 2.277043 -2.488471 -0.175 0.068 -0.257 0.098
O 2.500702 -3.963028 0.068989 0.018 0.104 -0.262 0.219
H 2.442866 -4.933733 0.079302 -0.270 0.031 0.071 0.175
H 1.666423 -3.450134 0.317929 0.291 0.174 1.057 0.125
H 2.944119 -3.590907 -0.715241 0.056 0.123 0.117 0.163
K -2.060599 2.111832 0.237439 -0.309 0.450 1.008 0.906
Cl 0.450959 -3.744887 3.636382 -0.413 -0.467 0.320 -0.556
Na -0.261842 3.906867 3.103034 0.369 -0.250 0.058 0.731
F 1.452472 1.447677 -2.618485 -0.261 -0.006 0.911 -0.730
```
Forces are in eV/Å.

Summary:
Frontier orbital gap = 2.149 eV
Electronic energy = -58980.3509 eV
LUMO energy = -3.20 eV

---

The following is a quantum chemistry calculation of C7H18AlClI2O5P2 as an isolated structure at a distorted geometry, from OMol25.

```
36
Properties=species:S:1:pos:R:3:forces:R:3:lowdin_charge:R:1
I 0.361903 -0.899331 -4.380885 -0.755 1.250 0.297 0.379
I -0.434977 1.600014 -3.338506 0.786 -1.137 -0.777 0.425
Al -0.006024 0.309871 -0.029862 -0.049 -1.436 1.803 0.123
P -2.225571 -0.245330 -0.359161 -1.868 0.028 0.190 0.774
C -3.152561 1.249146 0.107674 0.279 0.308 -0.048 -0.212
C -2.846327 -0.698093 -1.994023 0.049 -0.173 -0.554 -0.271
H -3.947564 -0.757560 -1.955305 0.428 -0.090 0.090 0.085
H -4.016382 -1.361762 0.746064 0.600 -0.179 -0.062 0.088
H -2.423315 -1.659100 -2.332297 -0.259 0.315 0.201 0.059
H -2.512043 -2.408441 0.664530 -0.427 0.342 0.244 0.081
H -2.923002 2.065279 -0.591672 -0.291 -0.062 0.254 0.056
H -2.567179 0.071177 -2.735526 -0.284 -0.430 0.478 -0.057
C -2.914675 -1.398832 0.865684 0.370 -0.569 0.023 -0.192
H -4.230476 0.999793 0.074129 0.533 0.217 -0.012 0.090
H -2.664038 -1.107188 1.902027 0.031 -0.057 -0.550 0.052
H -2.870742 1.529210 1.138456 -0.220 0.001 -0.388 0.079
P 2.233820 -0.170953 -0.352238 1.944 0.088 0.235 0.794
C 3.108386 1.352196 0.126799 -0.285 0.341 -0.099 -0.213
C 2.958520 -1.302367 0.876084 -0.391 -0.599 0.014 -0.191
H 2.496567 -1.582984 -2.324779 0.275 0.410 0.277 0.023
H 3.986063 -0.638533 -1.932132 -0.401 -0.050 0.119 0.084
H 2.598886 0.146351 -2.732139 0.118 -0.201 0.367 -0.004
C 2.884348 -0.608191 -1.982683 0.032 -0.166 -0.383 -0.291
H 2.592346 -2.325025 0.672529 0.408 0.347 0.243 0.080
H 4.058730 -1.228231 0.760354 -0.592 -0.180 -0.081 0.088
H 4.194946 1.143639 0.098563 -0.542 0.174 -0.011 0.089
H 2.812848 1.623188 1.155975 0.202 -0.018 -0.378 0.079
H 2.696495 -1.024184 1.913299 -0.040 -0.043 -0.555 0.052
H 2.855322 2.163310 -0.570276 0.285 -0.056 0.247 0.061
C -0.044343 2.403930 -0.272264 0.017 3.954 4.947 -0.076
O -0.060923 3.286848 0.480368 0.036 -3.308 -3.977 0.247
O 0.006224 1.344283 3.515059 -0.009 -1.388 -0.648 -0.268
Cl -0.000349 -0.086184 3.343308 0.072 -0.113 1.977 0.815
O 1.189627 -0.729415 3.838028 -1.246 0.852 -1.100 -0.250
O -1.193650 -0.718588 3.840050 1.198 0.813 -1.095 -0.249
O -0.000877 -0.337926 1.764762 -0.006 0.816 -1.289 -0.429
```
Forces are in eV/Å.

Summary:
Frontier orbital gap = 6.972 eV
Electronic energy = -71665.0782 eV
LUMO energy = -9.38 eV
Charge = +2

---

The following is a quantum chemistry calculation of C7H18ClGdI2O2P2 as an isolated structure at a distorted geometry, from OMol25.

```
33
Properties=species:S:1:pos:R:3:forces:R:3:lowdin_spin:R:1
I 0.129156 3.862516 -0.912459 0.136 -0.558 0.050 -0.218
I 2.904486 -0.307780 -1.287489 0.912 -0.397 -0.308 0.849
Gd 0.461666 1.068198 -0.257601 -1.586 0.803 1.313 5.591
P -0.591683 0.310232 -2.982632 -1.330 -0.523 -3.169 0.360
C 0.727955 0.350006 -4.258608 0.909 0.172 0.904 0.073
C -1.406325 -1.291698 -3.360008 0.229 -0.364 1.189 0.041
H -2.589654 1.655672 -2.997684 -0.011 0.029 -0.332 0.001
H -2.233928 1.007695 -4.645027 0.311 0.008 0.331 0.011
H -1.307357 2.412986 -3.969672 -0.165 -0.206 0.008 -0.001
C -1.805212 1.463044 -3.739936 0.044 0.706 1.177 0.041
H -2.057127 -1.548894 -2.516245 -0.031 -0.080 -0.289 0.001
H -2.007868 -1.205261 -4.276679 0.326 0.156 0.270 0.010
H 0.299586 0.400697 -5.268590 -0.161 -0.058 0.356 0.016
H 1.372348 -0.527469 -4.142251 -0.168 0.100 -0.202 -0.001
H -0.650058 -2.077651 -3.470118 -0.195 0.131 -0.016 0.000
H 1.354021 1.231401 -4.081471 -0.069 -0.026 -0.265 0.002
C 1.028287 -2.571951 -0.458403 -0.089 -2.953 0.405 0.111
O 0.996788 -3.703724 -0.307408 0.045 2.998 -0.386 0.014
Cl -2.007200 0.479827 -0.038411 0.871 -0.080 -0.480 0.118
C -0.303941 1.265673 4.307031 0.011 0.094 -0.020 0.000
P 0.592601 0.087043 3.293115 -0.061 0.362 1.003 0.000
C 2.194907 -0.164836 4.036587 0.054 -0.191 0.101 0.000
C -0.353816 -1.428093 3.322739 0.012 -0.221 -0.085 0.000
O 0.820084 0.620886 1.872131 -0.079 0.090 -1.165 -0.019
H -1.187048 1.634300 3.765075 0.253 -0.073 0.179 0.000
H 0.355161 2.103400 4.580990 -0.289 -0.211 -0.134 0.000
H -0.635825 0.753193 5.222600 0.114 0.217 -0.239 0.000
H 2.074746 -0.424213 5.096704 0.105 0.079 -0.216 0.000
H 2.705960 -0.989259 3.524621 -0.020 0.193 0.130 0.000
H 2.783117 0.758820 3.937520 -0.173 -0.286 0.086 0.000
H -1.199419 -1.341406 2.632522 0.110 -0.047 0.061 0.000
H 0.284897 -2.273315 3.049314 -0.164 0.057 -0.066 0.000
H -0.749306 -1.610037 4.329754 0.150 0.081 -0.190 0.000
```
Forces are in eV/Å.

Summary:
Frontier orbital gap (spin up / spin down) = 4.969 / 5.094 eV
⟨S²⟩ = 16.366
Electronic energy = -79766.3586 eV
LUMO energy (spin up / spin down) = -10.30 / -10.74 eV
Charge = +2
Spin multiplicity = 8

---

The following is a quantum chemistry calculation of C7H18ClI2MoO2P2 as an isolated structure at a distorted geometry, from OMol25.

```
33
Properties=species:S:1:pos:R:3:forces:R:3:lowdin_spin:R:1
I -1.691032 3.417543 1.111270 0.288 0.066 -0.221 0.937
I 0.272899 1.595447 -2.138996 -0.756 -0.042 1.311 0.654
Mo -0.779677 0.969619 0.309153 4.185 -0.302 2.170 0.323
P -2.756620 0.133664 -0.367973 -4.968 -1.859 -1.314 0.024
C -2.917940 -0.486856 -2.079452 0.915 0.185 -0.262 0.002
C -3.258846 -1.335687 0.577576 0.596 -0.360 0.705 -0.002
H -4.175615 1.688627 0.815054 -0.285 -0.093 -0.192 0.004
H -5.124905 0.720473 -0.371734 0.272 -0.041 -0.012 0.002
H -4.071531 2.068787 -0.929348 -0.211 -0.004 0.101 0.000
C -4.190655 1.266421 -0.195376 0.717 0.443 0.199 0.029
H -3.131848 -1.151377 1.651753 -0.214 -0.146 -0.246 0.000
H -4.312424 -1.541808 0.342983 0.237 0.164 -0.041 0.000
H -3.969685 -0.747265 -2.259009 0.182 0.117 0.225 0.000
H -2.284748 -1.373539 -2.202422 -0.187 0.149 -0.055 0.000
H -2.641175 -2.195163 0.282513 -0.184 0.194 0.109 0.000
H -2.594093 0.293900 -2.772699 -0.221 -0.163 -0.091 0.001
C -0.037558 -1.018940 -0.315074 -0.382 -3.747 -1.857 0.019
O -0.102809 -2.061182 -0.855740 0.628 4.281 2.383 -0.019
Cl -0.751229 0.184054 2.503818 -0.138 0.911 -2.477 -0.124
C 3.975862 -0.721000 1.933724 0.152 -0.130 0.241 0.011
P 2.993680 -0.181893 0.541178 1.636 -0.226 0.103 0.011
C 3.074607 1.613568 0.455690 -0.333 -0.023 -0.158 -0.001
C 3.676084 -0.854550 -0.977873 -0.082 0.245 -0.038 0.001
O 1.577646 -0.714604 0.803898 -2.260 0.315 -0.565 0.126
H 4.425708 -1.698229 1.708583 -0.168 0.222 0.101 0.000
H 3.322222 -0.823963 2.812287 0.271 0.090 -0.214 0.000
H 4.780160 -0.001837 2.142464 -0.187 -0.203 -0.030 0.002
H 4.127244 1.919556 0.565519 -0.409 0.071 -0.081 0.000
H 2.675456 1.950859 -0.512832 0.410 0.020 0.337 0.000
H 2.461638 2.047103 1.258844 0.337 -0.022 -0.014 0.000
H 3.078972 -1.723528 -1.283681 0.304 0.078 0.112 0.000
H 3.629350 -0.087791 -1.762469 0.202 -0.278 0.054 0.001
H 4.720863 -1.150411 -0.791629 -0.348 0.089 -0.286 0.000
```
Forces are in eV/Å.

Summary:
Frontier orbital gap (spin up / spin down) = 5.866 / 4.837 eV
⟨S²⟩ = 2.379
Electronic energy = -60772.4142 eV
LUMO energy (spin up / spin down) = -14.44 / -15.26 eV
Charge = +3
Spin multiplicity = 3

---

The following is a quantum chemistry calculation of C7H18ClI2OP2Sn as an isolated structure at a distorted geometry, from OMol25.

```
32
Properties=species:S:1:pos:R:3:forces:R:3:lowdin_charge:R:1
I -0.006952 1.888128 2.086053 0.003 -0.364 -0.928 0.906
I 0.007688 -1.807233 1.921169 -0.002 -0.131 0.513 0.956
Sn 0.000120 -0.071453 -1.843627 0.000 0.066 1.373 0.886
P -2.430686 -0.010671 -0.222137 -3.477 0.059 -0.815 0.722
C -3.254241 0.053002 1.436562 1.706 0.082 1.378 -0.233
C -3.253154 1.380735 -1.097526 1.194 0.830 -0.115 -0.234
H -4.321890 1.215262 -1.285775 0.250 -0.380 0.221 0.092
H -4.332126 -1.313165 -1.179334 0.245 0.435 0.202 0.093
H -2.737570 1.539721 -2.055436 -0.379 0.092 0.058 0.043
H -2.758001 -1.698876 -1.933659 -0.358 -0.071 0.074 0.044
H -2.933328 0.963333 1.978355 -0.270 -0.384 -0.347 0.028
H -3.144232 2.308448 -0.509196 0.004 -0.331 -0.212 0.077
C -3.262286 -1.464186 -0.985312 1.216 -0.881 -0.084 -0.234
H -4.356869 0.046555 1.378792 0.348 -0.032 -0.776 0.106
H -3.159591 -2.348927 -0.333032 0.023 0.324 -0.222 0.075
H -2.933038 -0.808936 2.051269 -0.267 0.332 -0.356 0.034
P 2.430791 0.003572 -0.222143 3.476 0.060 -0.825 0.722
C 3.254019 0.074018 1.435824 -1.694 0.112 1.377 -0.233
C 3.270967 -1.447158 -0.982739 -1.233 -0.867 -0.110 -0.234
H 2.725076 1.555771 -2.055724 0.369 0.095 0.039 0.042
H 4.313317 1.236007 -1.293799 -0.250 -0.382 0.223 0.093
H 3.135875 2.324924 -0.511715 -0.006 -0.333 -0.210 0.078
C 3.244767 1.397560 -1.100638 -1.177 0.830 -0.099 -0.234
H 2.770849 -1.682856 -1.933874 0.368 -0.065 0.095 0.045
H 4.340919 -1.291611 -1.172230 -0.247 0.432 0.201 0.093
H 4.356824 0.072158 1.378304 -0.351 -0.035 -0.777 0.107
H 2.936884 -0.787056 2.052203 0.258 0.311 -0.342 0.033
H 3.168136 -2.331888 -0.331376 -0.020 0.310 -0.214 0.074
H 2.929491 0.984467 1.976086 0.274 -0.393 -0.352 0.029
Cl -0.000279 -0.151788 -4.126576 0.000 0.045 0.958 0.173
O -0.001476 0.225465 4.319529 0.011 -2.629 -2.710 -0.014
C -0.000003 -0.053328 3.161695 -0.011 2.863 2.782 -1.134
```
Forces are in eV/Å.

Summary:
Frontier orbital gap = 4.773 eV
Electronic energy = -62698.9191 eV
LUMO energy = -14.73 eV
Charge = +3

---

The following is a quantum chemistry calculation of C7H18ClIrLaO as an isolated structure at a distorted geometry, from OMol25.

```
29
Properties=species:S:1:pos:R:3:forces:R:3:lowdin_spin:R:1
La 0.034079 0.183624 -2.825658 0.216 -0.254 1.445 0.543
Cl 0.752364 -1.761732 -1.024891 0.390 -1.156 -1.455 0.247
C 2.018436 1.151506 -2.898471 0.746 2.387 -1.721 0.379
C -1.094643 -1.274877 -4.051482 -1.400 0.393 -2.488 0.364
H 1.775975 1.438152 -3.937984 0.720 0.186 0.270 0.021
H 1.878259 1.886730 -2.173064 0.635 1.371 1.100 0.018
H 2.637391 0.342178 -2.759186 1.709 -1.512 0.404 0.025
H -0.894515 -0.626561 -4.920900 -0.432 -0.652 -0.138 0.020
H -2.040803 -1.192026 -3.622875 -1.784 -0.541 0.192 0.011
H -0.513982 -2.120502 -3.948141 0.845 -2.018 0.068 0.026
Ir -0.615953 -0.088125 0.174873 1.005 -2.795 1.717 1.968
C -2.070037 -1.065271 1.212274 -1.566 -1.205 0.412 0.243
C -1.368656 1.057947 -1.073610 -1.632 2.517 -2.007 0.511
H -3.026543 -0.662154 0.869110 -0.213 -0.109 0.126 0.033
H -2.039731 -2.160337 1.030596 -0.006 0.611 0.166 0.016
H -1.926041 -0.876483 2.282065 -0.207 -0.018 -0.236 0.023
H -2.276457 0.864583 -1.719818 0.334 0.746 0.976 0.064
H -0.811886 2.020783 -1.190086 -0.891 0.048 -0.441 0.066
C 0.524546 1.296095 2.092736 0.782 0.253 0.334 0.073
C 1.124565 -0.071777 2.352934 0.462 -1.086 0.761 0.020
C 1.043363 -0.466588 3.843520 -0.084 0.803 -0.846 0.007
O 0.476275 -1.059808 1.604683 0.479 1.329 -0.213 0.261
H -0.528340 1.307188 2.360732 -0.263 0.112 0.140 0.015
H 0.644138 1.575364 1.029412 0.150 0.171 0.434 0.033
H 1.050969 2.032756 2.683653 0.043 0.459 0.237 0.006
H 2.194435 -0.085714 2.045960 -0.255 0.308 0.199 0.006
H -0.002859 -0.488265 4.142438 -0.080 -0.052 0.106 0.001
H 1.485682 -1.435048 3.994875 0.154 -0.405 0.056 0.000
H 1.569955 0.278354 4.426319 0.141 0.112 0.403 0.001
```
Forces are in eV/Å.

Summary:
Frontier orbital gap (spin up / spin down) = 4.129 / 5.679 eV
⟨S²⟩ = 8.777
Electronic energy = -25807.8823 eV
LUMO energy (spin up / spin down) = -0.80 / -2.27 eV
Spin multiplicity = 6

---

Question: electronic energy of number 3 (C7H18ClGdI2O2P2)?
Answer: -79766.3586 eV